[1]
The following is a quantum chemistry calculation of a structure of composition C24H61N2O10S2 at a distorted geometry, from OMol25.

* HOMO level: -5.5 eV
* HOMO-LUMO gap: 7.7 eV
* multiplicity: 1
* LUMO energy: 2.24 eV
* net charge: -1

Last column: Mulliken charge in e.
Element x y z (Å)
C  4.169  -2.193  0.651  -0.9991
C  3.855  -1.627  -0.752  -0.7755
C  3.709  -0.090  -0.796  -0.0234
C  2.369  0.440  -1.293  -0.7880
N  1.207  -0.220  -0.682  -0.1474
S  -0.208  0.238  -1.459  0.8683
O  -0.616  -0.771  -2.405  -0.7199
O  0.089  1.520  -2.056  -0.6875
N  -1.310  0.403  -0.283  -0.0100
S  -2.798  0.359  -0.942  0.6457
O  -3.309  -0.995  -1.040  -0.5648
O  -2.950  1.145  -2.147  -0.7792
C  -3.856  1.179  0.218  -1.3060
C  -4.064  0.491  1.572  0.5556
C  -5.523  0.038  1.771  -1.0195
C  -5.679  -1.383  2.311  -1.1481
C  -5.150  -2.474  1.367  -0.1208
C  -6.247  -2.891  0.382  -0.7562
C  -5.758  -3.818  -0.737  -0.9301
C  -5.143  -3.133  -1.961  -0.4323
C  -5.812  -1.849  -2.391  0.1008
O  -5.265  -1.467  -3.638  -0.4075
C  -5.412  -0.088  -3.898  -0.5565
H  5.085  -2.778  0.626  0.1390
H  4.335  -1.394  1.372  0.3437
H  3.345  -2.792  1.037  0.2834
H  4.706  -1.886  -1.384  0.4530
H  2.994  -2.139  -1.182  0.4839
H  4.426  0.298  -1.522  -0.3473
H  3.978  0.354  0.163  0.5678
H  2.306  1.496  -1.042  0.3739
H  2.349  0.383  -2.383  0.2970
H  1.248  -1.225  -0.810  0.2469
H  -4.806  1.271  -0.303  0.4669
H  -3.472  2.187  0.371  0.5754
H  -3.404  -0.368  1.696  0.3943
H  -3.832  1.193  2.366  -0.2495
H  -6.025  0.716  2.467  0.4867
H  -6.082  0.096  0.834  0.3270
H  -5.269  -1.473  3.320  0.4115
H  -6.757  -1.559  2.412  0.4151
H  -4.266  -2.145  0.819  0.2062
H  -4.932  -3.353  1.978  0.2966
H  -6.767  -2.005  0.014  0.3868
H  -6.989  -3.452  0.961  0.3618
H  -6.573  -4.493  -1.004  0.3781
H  -4.972  -4.444  -0.306  0.2904
H  -4.081  -2.929  -1.839  0.0921
H  -5.220  -3.832  -2.800  0.4325
H  -5.593  -1.083  -1.639  -0.0848
H  -6.903  -1.945  -2.492  0.3712
H  -5.538  0.060  -4.970  0.3071
H  -4.540  0.472  -3.554  0.1642
H  -6.298  0.311  -3.391  0.2740
C  2.265  2.667  -4.146  -0.2031
C  2.959  3.467  -5.228  -0.4800
O  3.910  2.673  -5.949  -0.5178
H  3.002  2.260  -3.453  -0.2437
H  1.559  3.271  -3.578  0.2887
H  1.714  1.826  -4.571  0.3193
H  3.522  4.296  -4.799  0.2819
H  2.226  3.881  -5.928  0.3339
H  3.428  1.940  -6.343  0.3021
C  0.475  2.407  2.524  -0.7736
C  0.860  1.007  2.971  0.0562
O  -0.264  0.147  3.066  -0.5828
H  -0.242  2.878  3.199  0.1675
H  1.363  3.040  2.462  0.4060
H  0.007  2.361  1.537  0.1125
H  1.321  1.027  3.960  0.3411
H  1.578  0.578  2.264  -0.0440
H  -0.675  0.111  2.186  0.2840
C  -2.130  2.307  6.328  -1.1390
C  -3.214  2.058  5.293  -0.3269
O  -2.670  1.807  4.009  -0.3871
H  -1.509  3.152  6.028  0.2583
H  -2.561  2.518  7.309  0.3889
H  -1.479  1.435  6.417  0.3149
H  -3.854  2.935  5.193  0.3531
H  -3.841  1.212  5.600  0.2563
H  -2.098  1.027  4.052  0.2090
C  6.663  3.808  -3.330  -0.9853
C  6.859  2.436  -2.711  -0.3645
O  5.636  1.714  -2.636  -0.4743
H  5.938  4.382  -2.751  0.2628
H  7.603  4.362  -3.365  0.3819
H  6.275  3.718  -4.347  0.2379
H  7.227  2.522  -1.690  0.3108
H  7.590  1.859  -3.290  0.2922
H  5.298  1.620  -3.535  0.1955
C  6.947  -3.995  3.439  -0.9470
C  7.798  -3.456  2.304  -0.3115
O  7.469  -2.109  1.989  -0.4696
H  5.890  -3.930  3.181  0.2328
H  7.193  -5.036  3.657  0.3329
H  7.100  -3.408  4.348  0.3166
H  7.629  -4.032  1.395  0.2784
H  8.862  -3.526  2.559  0.3150
H  7.618  -1.574  2.773  0.2761

***

[2]
The following is a quantum chemistry calculation of the molecule C2H2N2OS at a distorted geometry, from OMol25.

* HOMO level: -9.1 eV
* HOMO-LUMO gap: 9.5 eV
* ΔE to the lowest compared entry with this formula, charge and spin: 290.04 kJ/mol
* multiplicity: 1
* LUMO energy: 0.41 eV

Last column: Mulliken charge in e.
Element x y z (Å)
C  -0.182  1.366  -0.199  -0.0630
N  1.075  1.180  -0.135  -0.2923
O  1.452  -0.098  0.409  -0.1978
C  0.891  -1.100  -0.125  0.1653
N  -0.391  -1.379  -0.281  -0.3415
S  -1.351  0.015  0.169  -0.0250
H  -0.442  2.325  -0.636  0.4034
H  1.404  -1.979  -0.491  0.3510